Entry 1:
# C15H40GaN2O4

C15H40GaN2O4 as an isolated structure (wB97M-V/def2-TZVPD, OMol25).

Each line ends with the Löwdin charge.
Positions of all 62 atoms, in Å:
C 2.824 -4.957 2.011  -0.12
C 3.375 -3.739 1.267  -0.28
C 2.678 -2.433 1.618  -0.21
C 1.207 -2.382 1.211  -0.40
O 0.773 -1.062 1.162  -0.34
Ga -1.017 -0.834 0.615  0.37
C -2.268 -1.324 2.156  -0.29
O -2.008 -2.618 2.757  -0.26
C -2.754 -3.719 2.303  -0.31
C -3.351 -3.633 0.899  -0.11
H 3.057 -5.882 1.485  0.06
H 3.241 -5.025 3.017  0.06
H 1.742 -4.908 2.116  0.06
H 4.443 -3.664 1.484  0.09
H 3.273 -3.905 0.192  0.10
H 3.173 -1.602 1.113  0.10
H 2.748 -2.241 2.692  0.11
H 0.614 -2.971 1.925  0.10
H 1.100 -2.886 0.234  0.10
H -1.235 -1.784 -0.690  -0.05
H -1.222 0.720 0.219  -0.06
H -2.057 -0.613 2.960  0.04
H -3.333 -1.205 1.930  0.05
H -3.571 -3.912 3.013  0.10
H -2.092 -4.586 2.355  0.10
H -3.411 -4.641 0.485  0.07
H -4.364 -3.238 0.920  0.06
H -2.743 -3.038 0.225  0.00
C -1.320 2.046 -3.719  -0.07
C -1.219 0.561 -3.388  -0.44
C 0.039 -0.118 -3.935  -0.19
O 0.020 -0.377 -5.335  -0.19
C 0.432 0.695 -6.150  -0.13
N -2.451 -0.111 -3.807  0.04
H -1.593 2.212 -4.763  0.06
H -2.091 2.507 -3.102  0.07
H -0.375 2.559 -3.525  0.07
H -1.153 0.469 -2.302  0.08
H 0.134 -1.093 -3.454  0.12
H 0.935 0.465 -3.682  0.12
H 1.248 1.257 -5.683  0.09
H -0.387 1.386 -6.373  0.07
H 0.791 0.274 -7.089  0.08
H -2.448 -1.062 -3.449  0.07
H -2.432 -0.201 -4.819  0.06
C 0.099 2.699 2.298  -0.07
C 0.050 3.722 1.174  -0.44
C 1.357 4.497 0.981  -0.21
O 1.608 5.499 1.955  -0.20
C 2.225 5.042 3.140  -0.12
N -1.104 4.609 1.360  0.04
H 0.028 3.169 3.282  0.06
H -0.736 2.009 2.197  0.04
H 1.016 2.110 2.256  0.09
H -0.113 3.164 0.246  0.12
H 1.311 5.028 0.026  0.12
H 2.208 3.805 0.937  0.12
H 2.951 4.251 2.928  0.09
H 1.498 4.666 3.864  0.07
H 2.749 5.890 3.583  0.08
H -1.210 5.206 0.545  0.06
H -0.892 5.242 2.127  0.06

Summary:
Charge: -1
E_HOMO (eV): -4.22
M (g mol⁻¹): 382.22
F_max (eV Å⁻¹): 0.37
HOMO-LUMO gap (Ha): 0.2580

Entry 2:
# C15H40N2OP

A 3-piece molecular cluster, C15H40N2OP overall (wB97M-V/def2-TZVPD, OMol25).

Each line ends with the Löwdin charge.
Positions of all 59 atoms, in Å:
C -1.776 -1.949 1.550  -0.10
C -1.688 -0.589 0.795  -0.21
C -2.554 0.456 1.586  -0.17
N -3.952 0.321 1.116  -0.05
N -4.792 -0.328 2.046  -0.09
P -5.963 -1.300 1.045  0.80
O -6.620 -0.332 0.106  -0.39
H -0.978 -2.646 1.272  0.08
H -1.806 -1.816 2.642  0.07
H -2.714 -2.457 1.255  0.05
H -0.658 -0.246 0.626  0.08
H -2.222 -0.722 -0.154  0.09
H -2.138 1.441 1.352  0.13
H -2.431 0.262 2.662  0.12
H -4.350 1.190 0.786  0.14
H -5.298 0.297 2.692  0.18
H -4.275 -0.983 2.648  0.15
H -6.912 -1.935 1.886  0.04
H -5.134 -2.209 0.332  0.05
C 2.196 2.122 -4.212  -0.10
C 1.466 1.763 -2.922  -0.27
C 0.696 0.445 -3.010  -0.23
C -0.429 0.417 -4.049  -0.22
C -1.498 1.495 -3.873  -0.26
C -2.246 1.380 -2.552  -0.12
H 1.503 2.264 -5.043  0.07
H 2.752 3.052 -4.086  0.07
H 2.907 1.341 -4.487  0.08
H 0.795 2.580 -2.640  0.10
H 2.201 1.679 -2.116  0.10
H 0.285 0.211 -2.021  0.08
H 1.398 -0.362 -3.241  0.11
H -0.907 -0.567 -4.013  0.11
H -0.003 0.504 -5.052  0.10
H -2.216 1.409 -4.693  0.11
H -1.056 2.491 -3.960  0.10
H -2.734 0.405 -2.467  0.07
H -3.019 2.150 -2.482  0.07
H -1.574 1.506 -1.698  0.05
C 1.872 1.296 1.639  -0.10
C 2.227 -0.075 1.073  -0.27
C 2.242 -1.179 2.130  -0.23
C 3.278 -0.997 3.242  -0.23
C 4.724 -0.879 2.762  -0.27
C 5.223 -2.124 2.037  -0.11
H 2.603 1.631 2.375  0.07
H 1.845 2.041 0.841  0.07
H 0.887 1.278 2.116  0.06
H 3.191 -0.023 0.561  0.10
H 1.489 -0.338 0.307  0.08
H 2.405 -2.140 1.633  0.10
H 1.248 -1.245 2.591  0.10
H 3.199 -1.845 3.929  0.11
H 3.028 -0.111 3.833  0.10
H 5.362 -0.701 3.632  0.11
H 4.842 -0.005 2.115  0.10
H 5.160 -3.002 2.683  0.08
H 6.267 -2.000 1.745  0.07
H 4.649 -2.323 1.130  0.06

Summary:
Relative energy (zero: lowest compared OMol25 entry of this formula, charge and spin) (kJ/mol): 74.9
Charge: +1
E_HOMO (eV): -12.89
M (g mol⁻¹): 295.47
F_max (eV Å⁻¹): 4.56
HOMO-LUMO gap (Ha): 0.3333

Entry 3:
# C15H41Cl2N3OP2Zr

C15H41Cl2N3OP2Zr as an isolated structure (wB97M-V/def2-TZVPD, OMol25).

Each line ends with the Löwdin charge.
Positions of all 65 atoms, in Å:
Zr -0.005 0.373 0.383  0.45
Cl -1.123 0.076 -1.664  -0.13
Cl -0.079 -1.588 1.647  -0.14
H -1.308 0.689 1.678  -0.07
H -1.769 0.713 0.877  -0.02
P -0.127 -3.165 -1.376  1.01
C -0.035 -3.043 -3.268  -0.56
C 0.958 -4.680 -1.182  -0.59
C -1.810 -4.073 -1.371  -0.53
C 0.899 -1.918 -3.718  -0.17
H -1.061 -2.736 -3.535  0.09
C 0.363 -4.297 -4.049  -0.13
H 1.407 -4.565 -3.852  0.06
H 0.260 -4.077 -5.119  0.08
H -0.271 -5.161 -3.849  0.04
H 0.684 -0.961 -3.234  -0.01
H 0.766 -1.765 -4.795  0.07
H 1.952 -2.170 -3.556  0.06
H -2.435 -3.383 -1.966  0.09
C -2.438 -4.149 0.023  -0.14
C -1.854 -5.468 -2.006  -0.12
H -1.781 -5.416 -3.093  0.05
H -2.825 -5.933 -1.789  0.08
H -1.080 -6.130 -1.595  0.06
H -2.504 -3.181 0.530  0.05
H -1.907 -4.848 0.678  0.06
H -3.458 -4.539 -0.078  0.07
C 2.434 -4.364 -1.444  -0.13
H 0.660 -5.386 -1.963  0.06
C 0.750 -5.418 0.144  -0.12
H 2.628 -4.095 -2.488  0.04
H 3.034 -5.264 -1.260  0.07
H 2.799 -3.546 -0.806  0.08
H 0.743 -4.739 1.008  0.07
H 1.543 -6.170 0.264  0.07
H -0.183 -5.992 0.145  0.05
C 2.005 3.699 3.791  -0.08
N 1.533 4.274 2.522  -0.28
C 2.469 5.237 1.882  -0.07
P 0.212 3.658 1.753  0.60
O 0.331 2.219 1.222  -0.54
N -1.077 3.882 2.750  -0.28
C -2.423 3.566 2.258  -0.09
C -1.027 4.584 4.041  -0.11
N -0.063 4.616 0.418  -0.30
C -0.466 6.032 0.544  -0.10
C 0.699 4.394 -0.821  -0.09
H 2.824 4.311 4.186  0.09
H 2.365 2.670 3.667  0.09
H 1.207 3.699 4.538  0.06
H 3.157 4.740 1.177  0.09
H 1.900 5.998 1.335  0.05
H 3.061 5.744 2.654  0.09
H -2.622 2.486 2.260  0.06
H -3.150 4.046 2.926  0.08
H -2.610 3.953 1.247  0.09
H -0.833 3.890 4.877  0.08
H -0.260 5.377 4.039  0.08
H -1.999 5.060 4.236  0.08
H 0.409 6.703 0.494  0.07
H -1.116 6.270 -0.314  0.09
H -1.016 6.215 1.473  0.08
H 1.670 4.927 -0.801  0.08
H 0.880 3.322 -1.008  0.07
H 0.117 4.794 -1.667  0.09

Summary:
Charge: 0
E_HOMO (alpha / beta) (eV): -4.75 / -4.83
M (g mol⁻¹): 503.59
F_max (eV Å⁻¹): 3.67
HOMO-LUMO gap (alpha / beta) (Ha): 0.1803 / 0.1816